[1]
Below is 2 unconnected molecules or ions with the total composition C2H6O, with properties calculated with ωB97M-V/def2-TZVPD.

Last column: Löwdin charge in e.
Atoms and positions in Å:
C 0.000 0.000 0.000  -0.0980
C 1.208 0.231 0.458  -0.1005
H -0.502 0.581 -0.782  0.0526
H -0.580 -0.778 0.508  0.0474
H 1.780 1.071 0.045  0.0476
H 1.665 -0.346 1.270  0.0510
O -3.338 -4.651 2.882  -0.0913
H -3.014 -4.400 3.777  0.0456
H -2.603 -5.177 2.492  0.0456

Cartesian forces (eV/Å) of the 3 atoms listed first:
C -1.079 -0.545 0.450
C 0.921 0.806 -0.063
H 0.383 -0.236 0.317

Output
- frontier orbital gap (eV) = 11.188
- energy relative to the best compared isomer or geometry (same formula, charge and spin) (kcal per mole) = 17.9
- charge = 0
- SMILES string = C=C.O

---

[2]
Below is C5H9NO2 in the gas phase, with properties calculated with ωB97M-V/def2-TZVPD.

Last column: Löwdin charge in e.
Atoms and positions in Å:
C 0.507 -1.141 -2.809  -0.0831
N 0.356 -1.721 -1.711  -0.0397
C -0.553 -1.216 -0.673  -0.2415
C 0.149 -0.101 0.108  -0.1914
C -0.720 0.504 1.203  -0.1015
C 0.021 1.434 2.176  -0.5209
O -0.490 2.272 2.847  0.1114
O 1.366 1.323 2.047  0.0824
H 0.275 -0.090 -3.083  0.0816
H 1.078 -1.615 -3.606  0.0606
H -1.408 -0.729 -1.155  0.1120
H -0.881 -2.104 -0.141  0.1086
H 1.112 -0.457 0.451  0.1114
H 0.344 0.636 -0.680  0.1136
H -1.375 -0.179 1.771  0.1303
H -1.631 1.068 0.924  0.1333
H 1.851 2.116 2.332  0.1328

Cartesian forces (eV/Å) of the 3 atoms listed first:
C 0.824 0.941 -0.463
N -0.673 -0.870 -0.032
C 0.500 0.830 -0.957

Output
- frontier orbital gap (eV) = 10.130
- energy relative to the best compared isomer or geometry (same formula, charge and spin) (kcal per mole) = 36.0
- charge = 0
- SMILES string = C=NCCCC(=O)O

---

[3]
Below is a molecular structure, C16H11IrN4O13, with properties calculated with ωB97M-V/def2-TZVPD.

Last column: Mulliken spin population.
Atoms and positions in Å:
Ir 0.019 0.667 0.148  2.0226
O 1.174 6.774 -0.320  0.0022
C 0.900 5.435 -0.311  0.0162
C -0.276 4.928 -0.841  -0.0102
C -0.495 3.566 -0.802  0.0426
N 0.397 2.740 -0.246  0.0476
C 1.546 3.222 0.247  0.0149
C 1.835 4.571 0.237  -0.0042
C 2.544 2.194 0.794  0.0078
O 3.590 2.633 1.267  0.0202
O 2.172 0.983 0.690  0.0027
C -1.748 2.948 -1.436  -0.0075
O -2.667 3.745 -1.698  0.0056
O -1.676 1.717 -1.649  0.0594
H 0.432 7.225 -0.735  -0.0003
H -1.042 5.550 -1.289  -0.0009
H 2.775 4.910 0.646  0.0009
O 2.636 -7.089 -0.003  0.0101
N 2.727 -6.063 -0.676  0.0020
O 3.416 -6.001 -1.688  -0.0015
C 2.009 -4.895 -0.265  -0.0202
C 1.247 -4.948 0.885  0.0454
C 0.546 -3.826 1.278  0.0137
C 0.664 -2.543 0.619  0.0154
O 0.283 -1.484 1.161  0.0674
C 1.353 -2.608 -0.668  -0.0885
C 2.043 -3.728 -1.055  0.1914
N 1.356 -1.481 -1.505  0.3562
O 2.098 -1.451 -2.518  0.3792
O 0.259 -0.711 -1.483  0.2001
N -0.283 -3.957 2.457  0.0018
O 0.039 -4.793 3.300  0.0050
O -1.290 -3.282 2.546  0.0053
H 1.192 -5.852 1.470  0.0055
H 2.596 -3.701 -1.980  0.0310
C -3.939 1.599 0.673  0.0167
O -2.577 1.408 1.070  0.0013
C -1.871 0.375 0.580  0.4532
C -2.649 -0.734 -0.048  0.0861
H -4.275 2.492 1.195  -0.0003
H -4.559 0.748 0.964  0.0014
H -3.993 1.768 -0.402  0.0025
H -3.249 -0.366 -0.886  -0.0013
H -3.303 -1.200 0.696  0.0036
H -1.957 -1.483 -0.424  -0.0020

Cartesian forces (eV/Å) of the 3 atoms listed first:
Ir 0.070 0.153 -0.103
O 0.008 0.025 0.003
C -0.018 -0.055 0.000

Output
- frontier orbital gap (alpha / beta) (eV) = 4.998 / 6.915
- energy relative to the best compared isomer or geometry (same formula, charge and spin) (kcal per mole) = 7.3
- charge = -2
- 2S+1 = 5
- expectation value of S² = 6.033

---

[4]
Below is a molecular structure, C25H22N3O8PS3W, with properties calculated with ωB97M-V/def2-TZVPD.

Last column: Löwdin charge in e.
Atoms and positions in Å:
W 1.391 -0.256 -0.875  1.5807
O 2.756 -0.273 2.889  0.2367
C 2.035 -0.006 1.992  -0.4861
O 2.364 -0.053 0.679  -0.2340
C 0.624 0.474 2.121  -0.2011
C 0.077 0.827 3.332  0.0506
C -1.197 1.376 3.341  0.0126
C -1.851 1.551 2.133  0.0004
C -1.235 1.144 0.962  -0.1344
N -0.016 0.601 0.944  -0.0076
H 0.657 0.683 4.234  0.1460
H -1.662 1.677 4.271  0.1343
H -2.833 2.000 2.091  0.1309
H -1.729 1.253 0.008  0.0722
O 4.099 -1.108 -3.376  -0.1049
S 3.212 -0.785 -2.351  0.4606
O 2.955 -1.698 -1.202  -0.3881
O 1.682 -0.632 -2.730  -0.4598
O 3.300 0.524 -1.640  -0.2896
S -0.986 -0.327 -1.844  0.4891
P -1.191 -2.034 -0.701  0.3658
S 0.667 -2.435 0.077  0.5703
C -2.334 -1.743 0.674  -0.3955
C -3.623 -1.300 0.379  -0.0838
C -4.551 -1.179 1.399  -0.0444
C -4.194 -1.502 2.703  -0.0401
C -2.911 -1.942 2.993  -0.0519
C -1.973 -2.072 1.979  -0.1038
C -1.815 -3.393 -1.687  -0.3845
C -2.781 -3.149 -2.661  -0.0898
C -3.344 -4.222 -3.329  -0.0422
C -2.937 -5.517 -3.031  -0.0307
C -1.961 -5.749 -2.071  -0.0407
C -1.393 -4.687 -1.387  -0.0805
H -3.888 -1.052 -0.643  0.1097
H -5.557 -0.848 1.181  0.1217
H -4.927 -1.427 3.495  0.1218
H -2.641 -2.201 4.008  0.1213
H -0.980 -2.436 2.202  0.0781
H -3.071 -2.132 -2.902  0.0949
H -4.097 -4.051 -4.085  0.1216
H -3.379 -6.353 -3.555  0.1233
H -1.639 -6.759 -1.859  0.1225
H -0.632 -4.858 -0.636  0.0924
O 2.749 2.978 2.538  -0.0508
C 2.831 4.290 1.992  -0.2193
N 3.914 4.471 1.062  0.1159
C 4.007 4.210 -0.273  -0.4105
O 4.974 4.536 -0.920  0.1197
C 2.884 3.514 -1.027  -0.0525
C 2.879 3.709 -2.411  0.0837
C 1.957 3.033 -3.195  0.0261
C 1.126 2.115 -2.597  -0.1263
N 1.160 1.855 -1.267  -0.1126
C 2.019 2.582 -0.501  -0.0593
H 3.525 2.813 3.089  0.1129
H 2.969 5.017 2.791  0.1407
H 1.873 4.481 1.511  0.1316
H 4.744 4.931 1.410  0.1616
H 3.610 4.380 -2.842  0.1478
H 1.901 3.198 -4.262  0.1382
H 0.388 1.578 -3.176  0.0931
H 1.997 2.382 0.558  0.0960

Cartesian forces (eV/Å) of the 3 atoms listed first:
W -3.296 0.107 2.550
O 0.264 -0.119 -0.413
C -1.120 0.390 1.370

Output
- frontier orbital gap (eV) = 6.177
- energy relative to the best compared isomer or geometry (same formula, charge and spin) (kcal per mole) = 42.5
- charge = +2

---

[5]
Below is a molecular structure, C16H20BrN3O2SSr, with properties calculated with ωB97M-V/def2-TZVPD.

Last column: Löwdin charge in e.
Atoms and positions in Å:
Sr -0.397 0.774 -0.666  1.2242
C 1.332 1.228 2.549  -0.2046
C 1.024 2.695 2.235  -0.1957
N 0.082 2.825 1.131  -0.1398
C 0.304 3.918 0.187  -0.2738
C 1.698 3.933 -0.442  -0.4433
S 2.331 2.356 -1.118  0.8597
C 3.450 1.777 0.200  -0.4472
C 3.052 0.483 0.909  -0.2712
N 1.675 0.424 1.376  -0.1397
H 2.123 1.190 3.312  0.1226
H 0.441 0.776 2.991  0.0915
H 0.658 3.165 3.154  0.1262
H 1.941 3.216 1.972  0.0897
H -0.882 2.840 1.441  0.1091
H -0.436 3.805 -0.610  0.0944
H 0.146 4.909 0.635  0.1264
H 1.676 4.626 -1.283  0.0787
H 2.457 4.313 0.241  0.0702
H 4.421 1.611 -0.267  0.0751
H 3.576 2.597 0.903  0.0651
H 3.187 -0.350 0.216  0.1217
H 3.770 0.334 1.729  0.1214
H 1.417 -0.540 1.544  0.0733
Br -1.445 -1.204 1.679  0.7734
C -1.881 -2.756 0.625  -0.5666
C -2.466 -3.784 1.299  -0.1476
C -2.828 -4.946 0.589  -0.0885
C -2.593 -5.018 -0.753  -0.0437
C -1.987 -3.944 -1.450  -0.1754
C -1.761 -4.031 -2.845  -0.0579
C -1.185 -2.988 -3.505  -0.0991
C -0.805 -1.824 -2.794  -0.1841
C -0.977 -1.650 -1.435  -0.2354
C -1.597 -2.754 -0.766  -0.2608
H -2.656 -3.709 2.361  0.0916
H -3.294 -5.768 1.116  0.1011
H -2.872 -5.904 -1.311  0.1092
H -2.059 -4.932 -3.368  0.1055
H -1.018 -3.048 -4.575  0.0967
H -0.346 -1.034 -3.392  0.0709
O -2.592 1.938 -0.223  -0.2956
N -2.845 2.217 -1.423  -0.2471
O -1.838 2.235 -2.167  -0.2809

Cartesian forces (eV/Å) of the 3 atoms listed first:
Sr 0.060 -0.096 0.142
C -0.020 -0.068 0.005
C -0.037 -0.076 -0.008

Output
- frontier orbital gap (eV) = 7.648
- energy relative to the best compared isomer or geometry (same formula, charge and spin) (kcal per mole) = 2.4
- charge = 0

---

[6]
Below is C7H8 in the gas phase, with properties calculated with ωB97M-V/def2-TZVPD.

Last column: Löwdin charge in e.
Atoms and positions in Å:
C -0.647 1.116 1.003  -0.0386
C 0.043 0.275 -0.058  -0.4693
C -0.732 -0.505 -1.026  -0.0290
C 0.019 -1.293 0.115  -0.3063
C -0.930 -1.846 1.028  0.1423
C 1.308 0.821 -0.529  -0.0849
C 2.304 1.362 -0.930  0.1369
H -0.795 2.134 0.633  0.0874
H -1.606 0.671 1.269  0.0697
H -0.030 1.172 1.906  0.0920
H 0.933 -1.789 -0.234  0.1255
H -1.816 -0.491 -0.950  0.1133
H -0.309 -0.689 -2.011  0.1209
H -0.580 -2.879 1.280  0.0101
H 3.205 1.819 -1.279  0.0300

Cartesian forces (eV/Å) of the 3 atoms listed first:
C -0.043 0.018 0.037
C 0.006 0.116 -0.025
C -0.117 0.061 -0.091

Output
- frontier orbital gap (eV) = 8.361
- energy relative to the best compared isomer or geometry (same formula, charge and spin) (kcal per mole) = 143.8
- charge = 0

---

[7]
Below is C4H9N3O2 in the gas phase, with properties calculated with ωB97M-V/def2-TZVPD.

Last column: Löwdin charge in e.
Atoms and positions in Å:
C -1.198 1.019 -0.578  -0.0410
N 1.153 -1.055 -0.650  -0.0187
C -0.008 -1.810 0.038  -0.2739
C 0.339 -0.415 0.796  -0.3439
C -0.438 0.704 0.665  -0.3159
N 1.124 -0.613 -2.001  0.0737
N -0.639 1.530 1.795  0.0744
O 1.136 -0.611 1.902  0.0417
O -0.968 -2.093 -0.653  -0.0105
H 1.552 0.236 2.120  0.1136
H 2.088 -1.181 -0.276  0.1490
H 0.247 -0.982 -2.373  0.0827
H 1.877 -1.076 -2.503  0.0885
H -1.511 2.042 1.760  0.0771
H -0.549 1.046 2.681  0.0817
H -0.557 1.436 -1.356  0.0735
H -1.643 0.104 -0.994  0.0718
H -2.008 1.721 -0.373  0.0762

Cartesian forces (eV/Å) of the 3 atoms listed first:
C 0.050 -0.198 -0.070
N -0.576 -0.627 -0.513
C 0.446 0.953 -0.841

Output
- frontier orbital gap (alpha / beta) (eV) = 7.071 / 7.071
- energy relative to the best compared isomer or geometry (same formula, charge and spin) (kcal per mole) = 130.3
- charge = 0

---

[8]
Below is C16H22N2O7S in the gas phase, with properties calculated with ωB97M-V/def2-TZVPD.

Last column: Löwdin charge in e.
Atoms and positions in Å:
C -1.847 0.385 -2.906  -0.0845
O -1.256 1.401 -2.122  -0.1963
C -1.730 2.700 -2.380  -0.1996
C -1.246 3.277 -3.726  -0.1370
N 0.181 3.095 -3.844  0.0806
C 0.689 2.071 -4.557  -0.4654
O 0.080 1.460 -5.408  0.0665
C 2.128 1.707 -4.157  -0.0389
O 2.054 0.889 -2.989  0.0267
C 1.885 1.492 -1.814  -0.4394
O 1.918 2.694 -1.663  0.0978
C 1.641 0.531 -0.711  -0.1089
C 1.570 1.026 0.591  0.0194
C 1.279 0.171 1.637  -0.0319
C 1.057 -1.167 1.368  -0.2693
S 0.616 -2.240 2.734  0.6780
O 1.526 -2.032 3.819  -0.2747
O 0.426 -3.576 2.244  -0.2782
N -0.852 -1.538 3.174  -0.2384
C -1.265 -1.841 4.533  -0.1720
C -2.497 -0.996 4.854  -0.1841
O -3.539 -1.256 3.941  -0.1255
C -3.137 -0.990 2.619  -0.1859
C -1.912 -1.821 2.228  -0.1763
C 1.130 -1.673 0.084  -0.0355
C 1.426 -0.821 -0.965  0.0127
H -2.940 0.430 -2.843  0.0918
H -1.543 0.446 -3.955  0.0773
H -1.498 -0.557 -2.487  0.0871
H -1.330 3.306 -1.563  0.1257
H -2.829 2.729 -2.347  0.1230
H -1.710 2.757 -4.567  0.1194
H -1.495 4.339 -3.774  0.1228
H 0.736 3.456 -3.075  0.1182
H 2.728 2.601 -3.960  0.1343
H 2.585 1.086 -4.928  0.1390
H 1.741 2.079 0.756  0.1246
H 1.220 0.514 2.657  0.1204
H -0.431 -1.600 5.191  0.1209
H -1.513 -2.907 4.636  0.1380
H -2.889 -1.243 5.841  0.1300
H -2.226 0.070 4.818  0.1299
H -3.989 -1.239 1.985  0.1299
H -2.893 0.077 2.509  0.1300
H -1.565 -1.541 1.232  0.1219
H -2.162 -2.891 2.235  0.1330
H 0.951 -2.726 -0.067  0.1174
H 1.481 -1.189 -1.977  0.1255

Cartesian forces (eV/Å) of the 3 atoms listed first:
C -0.030 -0.043 -0.098
O 0.123 0.053 0.084
C 0.046 0.193 -0.146

Output
- frontier orbital gap (eV) = 9.419
- energy relative to the best compared isomer or geometry (same formula, charge and spin) (kcal per mole) = 47.6
- charge = 0
- SMILES string = COCCNC(=O)COC(=O)c1ccc(S(=O)(=O)N2CCOCC2)cc1

---

- energy relative to the best compared isomer or geometry (same formula, charge and spin) of number 3 (C16H11IrN4O13)?
  7.3 kcal per mole